{"formula": "C7H10", "method": "ωB97M-V with the def2-TZVPD basis set", "symbols": ["C", "C", "C", "C", "C", "C", "C", "H", "H", "H", "H", "H", "H", "H", "H", "H", "H"], "xyz": [[-0.5920, 1.4488, -1.2871], [-0.1914, 0.3526, -0.3188], [0.7378, 0.6177, 0.8889], [0.8056, -0.9338, 0.9211], [0.7985, -0.8333, -0.6456], [-0.6286, -1.3455, 1.1155], [-1.3047, -0.4937, 0.3477], [-1.1994, 1.0551, -2.1103], [-1.1818, 2.2267, -0.7821], [0.2901, 1.9318, -1.7207], [0.3261, 1.1303, 1.7609], [1.6844, 1.0917, 0.5851], [1.5526, -1.4119, 1.5632], [0.3560, -1.6099, -1.3023], [1.8340, -0.5672, -0.8628], [-0.9141, -2.2304, 1.6632], [-2.3731, -0.4288, 0.1843]], "nbo_charge": [-0.6109, -0.0714, -0.3731, -0.2614, -0.3669, -0.1931, -0.2165, 0.2120, 0.2141, 0.2121, 0.2036, 0.1977, 0.2112, 0.2092, 0.1983, 0.2175, 0.2178], "relative_energy_ev": 2.108, "spin_multiplicity": 1, "total_charge": 0, "energy_ev": -7418.9264}

---

{"formula": "C7H10", "method": "ωB97M-V with the def2-TZVPD basis set", "symbols": ["C", "C", "C", "C", "C", "C", "C", "H", "H", "H", "H", "H", "H", "H", "H", "H", "H"], "xyz": [[-1.5515, 2.2645, 0.4876], [-0.9155, 1.2846, 0.1847], [-0.3875, -0.0542, -0.0174], [1.0288, -0.4065, 0.4511], [2.2056, 0.4226, -0.0828], [-0.9686, -0.9280, -1.1122], [-1.5031, -1.0453, 0.2762], [-2.1164, 3.1306, 0.7523], [1.1967, -1.4525, 0.1637], [1.0568, -0.3792, 1.5461], [2.2022, 0.5255, -1.1737], [3.1459, -0.0739, 0.1915], [2.2329, 1.4266, 0.3533], [-1.5946, -0.4955, -1.8855], [-0.3233, -1.7357, -1.4460], [-1.2708, -1.8964, 0.9057], [-2.4804, -0.6034, 0.4509]], "nbo_charge": [-0.2513, -0.0003, -0.1477, -0.3699, -0.6078, -0.3937, -0.3843, 0.2351, 0.2002, 0.2055, 0.2073, 0.2109, 0.2122, 0.2257, 0.2157, 0.2148, 0.2275], "relative_energy_ev": 2.624, "spin_multiplicity": 1, "total_charge": 0, "energy_ev": -7418.4105, "smiles": "C#CC1(CC)CC1"}

---

{"formula": "C7H10", "method": "ωB97M-V with the def2-TZVPD basis set", "symbols": ["C", "C", "C", "C", "C", "C", "C", "H", "H", "H", "H", "H", "H", "H", "H", "H", "H"], "xyz": [[1.4924, 0.0146, -0.2594], [0.7554, 1.2454, 0.0825], [2.5141, -0.8585, -0.0228], [-0.1065, 0.7320, -1.0630], [-1.5105, -1.2038, -0.1436], [-0.4303, 1.0059, 1.0146], [-1.2455, 0.2934, -0.1158], [3.1857, -0.9467, 0.8017], [2.2970, -1.7566, -0.7372], [-0.0065, 0.8155, -2.1236], [-0.6474, -1.9579, -0.3920], [-2.1960, -1.4884, -0.8617], [-2.0177, -1.5046, 0.7347], [-0.1777, 0.5256, 2.0044], [-0.8907, 2.0125, 1.3872], [1.1921, 2.3002, 0.0751], [-2.2078, 0.7714, -0.3813]], "nbo_charge": [0.0491, -0.3308, -0.4703, -0.1515, -0.6064, -0.3825, -0.2520, 0.2202, 0.2105, 0.2245, 0.2156, 0.2090, 0.2072, 0.2139, 0.2169, 0.2094, 0.2171], "relative_energy_ev": 5.283, "spin_multiplicity": 1, "total_charge": 0, "energy_ev": -7415.7522}